The following is a quantum chemistry calculation of one molecule with the formula C26H29N5O3 at a distorted geometry, from the Open Molecules 2025 dataset.

Values from the calculation:
HOMO energy	-0.278	Ha
HOMO-LUMO gap	7.5	eV
LUMO level	-0.1	eV

Last columns: bonded neighbours and bond lengths (Å).
Atoms and positions in Å:
1 C 0.020 -4.191 -4.064  C2 1.526, H61 1.086, H62 1.088, H63 1.087
2 C -0.615 -4.439 -2.699  C1 1.526, H3 1.097, H4 1.094, O5 1.412
3 H -0.601 -5.507 -2.450  C2 1.097
4 H -1.657 -4.106 -2.708  C2 1.094
5 O -0.023 -3.673 -1.672  C2 1.412, C6 1.371
6 C 1.252 -3.953 -1.252  O5 1.371, C7 1.389, C11 1.412
7 C 1.907 -5.149 -1.514  C6 1.389, C8 1.385, H60 1.079
8 C 3.158 -5.413 -0.982  C7 1.385, C9 1.381, H59 1.079
9 C 3.777 -4.474 -0.181  C8 1.381, C10 1.381, H58 1.079
10 C 3.148 -3.269 0.065  C9 1.381, C11 1.393, H57 1.080
11 C 1.892 -2.975 -0.460  C6 1.412, C10 1.393, N12 1.397
12 N 1.359 -1.711 -0.196  C11 1.397, C13 1.447, C49 1.442
13 C 1.109 -1.332 1.178  N12 1.447, C14 1.530, H55 1.090, H56 1.102
14 C 1.236 0.188 1.301  C13 1.530, N15 1.454, H53 1.090, H54 1.094
15 N 0.315 0.861 0.398  C14 1.454, C16 1.369, C47 1.450
16 C -0.952 1.081 0.869  N15 1.369, N17 1.321, C25 1.439
17 N -1.244 0.588 2.059  C16 1.321, C18 1.345
18 C -2.466 0.785 2.584  N17 1.345, C19 1.408, C23 1.418
19 C -2.797 0.242 3.840  C18 1.408, C20 1.369, H46 1.079
20 C -4.065 0.400 4.330  C19 1.369, C21 1.404, H45 1.080
21 C -5.040 1.103 3.605  C20 1.404, C22 1.369, H44 1.080
22 C -4.742 1.658 2.390  C21 1.369, C23 1.404, H43 1.079
23 C -3.448 1.513 1.865  C18 1.418, C22 1.404, N24 1.351
24 N -3.099 2.121 0.709  C23 1.351, C25 1.299
25 C -1.908 1.940 0.221  C16 1.439, N24 1.299, C26 1.522
26 C -1.604 2.827 -0.978  C25 1.522, C27 1.442, C29 1.535, H42 1.099
27 C -1.826 2.129 -2.221  C26 1.442, N28 1.144
28 N -2.065 1.573 -3.192  C27 1.144
29 C -0.212 3.464 -0.865  C26 1.535, O30 1.199, O31 1.325
30 O 0.644 3.396 -1.703  C29 1.199
31 O -0.148 4.111 0.289  C29 1.325, C32 1.444
32 C 1.052 4.821 0.663  O31 1.444, C33 1.524, C37 1.523, H41 1.096
33 C 1.351 5.956 -0.310  C32 1.524, H34 1.088, H35 1.087, H36 1.086
34 H 0.475 6.591 -0.429  C33 1.088
35 H 1.634 5.559 -1.281  C33 1.087
36 H 2.168 6.557 0.078  C33 1.086
37 C 2.230 3.868 0.818  C32 1.523, H38 1.086, H39 1.087, H40 1.087
38 H 3.076 4.405 1.238  C37 1.086
39 H 1.962 3.051 1.484  C37 1.087
40 H 2.514 3.460 -0.148  C37 1.087
41 H 0.779 5.234 1.641  C32 1.096
42 H -2.342 3.640 -0.936  C26 1.099
43 H -5.473 2.207 1.817  C22 1.079
44 H -6.032 1.205 4.019  C21 1.080
45 H -4.327 -0.024 5.289  C20 1.080
46 H -2.040 -0.306 4.380  C19 1.079
47 C 0.567 0.440 -0.966  N15 1.450, H48 1.086, C49 1.536, H52 1.094
48 H -0.112 0.916 -1.666  C47 1.086
49 C 0.422 -1.083 -1.095  N12 1.442, C47 1.536, H50 1.089, H51 1.102
50 H 0.652 -1.371 -2.120  C49 1.089
51 H -0.621 -1.361 -0.874  C49 1.102
52 H 1.589 0.735 -1.221  C47 1.094
53 H 1.019 0.502 2.321  C14 1.090
54 H 2.247 0.493 1.016  C14 1.094
55 H 1.828 -1.823 1.834  C13 1.090
56 H 0.094 -1.623 1.490  C13 1.102
57 H 3.642 -2.519 0.665  C10 1.080
58 H 4.752 -4.670 0.240  C9 1.079
59 H 3.638 -6.356 -1.195  C8 1.079
60 H 1.433 -5.907 -2.117  C7 1.079
61 H -0.492 -4.781 -4.819  C1 1.086
62 H 1.073 -4.464 -4.055  C1 1.088
63 H -0.062 -3.139 -4.325  C1 1.087